# 1
Here is a cluster of 2 separate species, C23H32N5O6S in total in a non-equilibrium geometry from the Open Molecules 2025 dataset. Energies are from wB97M-V/def2-TZVPD.

Values from the calculation:
calculated total energy	-54937.013	eV
HOMO-LUMO gap	8.80	eV
net charge	+1
LUMO level	-2.77	eV
molecular weight	506.6	g mol⁻¹

```
67
C23H32N5O6S | the Open Molecules 2025 dataset | wB97M-V/def2-TZVPD
S -3.793 -5.456 6.327
O -2.291 -0.242 -0.458
O -3.490 -5.445 7.766
O 3.967 5.689 -1.205
O -2.825 -6.244 5.549
O -4.068 0.425 -1.707
O 5.368 4.609 -5.217
N -0.199 1.452 -1.282
N 2.005 1.083 -1.668
N 5.143 4.190 -2.301
N 6.721 2.904 -5.457
N 0.515 -0.643 -1.321
C 4.156 5.096 -2.255
C 4.462 2.010 -3.273
C 5.508 3.145 -3.291
C 7.477 1.704 -5.088
C 5.863 3.616 -4.721
C -4.376 -0.964 0.264
C -3.951 -1.230 1.581
C -5.998 -2.424 2.047
C -6.444 -2.161 0.750
C -3.475 -2.683 6.492
C -3.481 -1.383 5.982
C 3.216 5.369 -3.413
C -4.749 -1.956 2.475
C -3.866 -3.756 5.678
C -3.499 -0.231 -0.665
C -5.641 -1.439 -0.138
C -5.444 -6.115 6.059
C 0.791 0.625 -1.430
C 3.245 0.301 -1.824
C -4.264 -3.515 4.355
C -4.290 -2.209 3.843
C -3.882 -1.147 4.664
C 4.460 1.231 -1.943
H 1.239 -1.328 -1.419
H 3.664 6.138 -4.041
H 5.371 0.633 -1.881
H 7.984 1.308 -5.971
H -7.416 -2.529 0.432
H -0.433 -0.906 -1.083
H 3.474 2.426 -3.459
H 3.045 4.483 -4.013
H 5.707 4.224 -1.464
H -3.155 -2.860 7.518
H -5.656 -6.161 4.992
H 8.232 1.949 -4.339
H -6.174 -5.478 6.559
H 6.438 2.715 -2.923
H 4.449 1.921 -1.098
H -6.011 -1.290 -1.148
H -6.635 -2.980 2.730
H -3.175 -0.556 6.617
H 3.384 -0.335 -0.946
H 2.097 2.085 -1.715
H 3.184 -0.332 -2.713
H 6.880 3.288 -6.378
H 4.671 1.306 -4.080
H -5.030 0.370 -1.622
H -0.070 2.444 -1.343
H -4.540 -4.346 3.712
H -1.112 1.067 -1.062
H 6.814 0.929 -4.702
H -5.489 -7.120 6.482
H 2.270 5.742 -3.026
H -2.979 -0.881 1.921
H -3.896 -0.129 4.287
```

# 2
Here is a cluster of 2 separate species, C18H16BrF9N2O5S in total in a non-equilibrium geometry from the Open Molecules 2025 dataset. Energies are from wB97M-V/def2-TZVPD.

Values from the calculation:
calculated total energy	-137470.308	eV
HOMO-LUMO gap	7.40	eV
net charge	0
LUMO level	-2.01	eV
molecular weight	623.3	g mol⁻¹

```
52
C18H16BrF9N2O5S | the Open Molecules 2025 dataset | wB97M-V/def2-TZVPD
Br 5.324 -0.719 2.458
S 1.400 -0.119 1.753
F -2.003 -0.470 -1.432
F 1.147 -2.427 0.282
F -1.309 -1.653 1.957
F -1.405 1.121 0.123
F 0.867 -0.387 -0.835
F -1.307 -2.533 -0.137
F -3.591 0.073 1.867
F -4.053 -1.438 0.108
F -4.158 0.835 -0.191
O 6.297 4.896 -1.178
O -9.759 -1.605 -2.322
O 2.757 6.038 1.877
O 0.373 0.665 2.564
O 2.074 -1.044 2.752
N -7.522 -1.506 -2.270
N 4.425 5.852 0.141
C 0.594 -1.104 0.367
C -8.711 -2.009 -1.835
C 4.717 1.992 -0.406
C 5.273 4.806 -0.475
C -3.454 -0.203 0.497
C 4.498 3.480 -0.054
C 3.294 3.730 0.897
C 3.782 0.873 0.166
C -6.187 -1.848 -1.828
C 4.171 -0.639 -0.262
C -1.923 -0.184 -0.023
C 6.138 -2.426 0.224
C 5.600 -0.932 0.468
C -8.682 -3.058 -0.757
C -1.001 -1.337 0.606
C 2.320 2.685 1.473
C 3.394 5.307 1.069
C 2.570 1.178 1.085
H 6.080 -3.046 1.180
H -5.625 -2.214 -2.690
H -9.701 -3.359 -0.517
H 5.146 6.452 0.572
H 7.259 -2.340 -0.040
H 1.469 3.015 2.168
H -8.219 -2.655 0.147
H -8.133 -3.937 -1.103
H -6.191 -2.607 -1.048
H -7.624 -0.808 -2.994
H 3.389 -1.397 0.075
H -5.711 -0.942 -1.450
H 5.583 1.711 -1.102
H 5.642 -2.931 -0.682
H 6.403 -0.179 0.167
H 4.283 -0.655 -1.413
```